# 1
Formula: C36H31CaClI2N9O3S2
Source: the Open Molecules 2025 dataset
Level of theory: ωB97M-V/def2-TZVPD

Summary:
Net charge: -1
LUMO level, eV: 2.0408
Energy, hartree: -4638.78099
Gap between HOMO and LUMO, eV: 7.0
Maximum force, eV Å⁻¹: 0.5

```
85
C36H31CaClI2N9O3S2 ωB97M-V/def2-TZVPD
Ca 1.062 0.516 0.669
C 2.756 4.281 1.551
C 1.880 4.780 0.443
N 2.044 6.011 0.012
C 1.254 6.465 -0.978
C 0.280 5.701 -1.576
C -0.591 6.301 -2.643
O -1.927 6.543 -2.185
C 0.106 4.371 -1.153
C -0.947 3.521 -1.700
N -0.764 2.269 -1.792
C -1.899 1.407 -1.987
C -2.751 1.690 -3.178
C -3.339 0.698 -3.847
C -3.183 -0.698 -3.449
C -2.327 -1.072 -2.498
C -1.467 -0.072 -1.810
I 0.581 -0.488 -2.452
C 0.901 3.867 -0.095
O 0.771 2.699 0.412
H 3.462 5.059 1.834
H 3.294 3.382 1.242
H 2.152 3.996 2.415
H 1.428 7.486 -1.303
H -0.691 5.634 -3.501
H -0.142 7.236 -2.997
H -1.852 6.893 -1.291
H -1.909 4.001 -1.928
H -2.853 2.719 -3.498
H -3.944 0.917 -4.719
H -3.773 -1.447 -3.962
H -2.185 -2.108 -2.222
N 5.762 -0.543 1.412
C 4.426 -0.251 1.424
S 3.798 0.512 0.014
N 3.825 -0.586 2.550
N 2.526 -0.210 2.618
C 1.900 -0.543 3.679
C 0.483 -0.192 3.833
C -0.267 -0.718 4.879
C -1.617 -0.418 4.958
C -2.179 0.412 4.006
C -1.355 0.904 3.003
N -0.066 0.610 2.912
H 6.222 -0.547 0.520
H 6.109 -1.135 2.140
H 2.376 -1.137 4.454
H 0.204 -1.379 5.595
H -2.225 -0.838 5.749
H -3.231 0.663 4.022
H -1.746 1.557 2.231
Cl -5.571 -2.389 1.960
C -3.880 -2.167 1.573
C -2.962 -3.019 2.156
C -1.615 -2.854 1.894
I -0.293 -4.205 2.760
C -1.108 -1.820 1.076
O 0.154 -1.601 0.907
C -2.099 -1.007 0.469
N -1.650 0.075 -0.354
C -2.556 1.229 -0.575
C -4.002 0.872 -0.534
C -4.413 -0.235 0.072
C -3.466 -1.156 0.706
H -3.301 -3.813 2.805
H -2.338 2.082 0.077
H -4.703 1.557 -0.996
H -5.464 -0.483 0.123
C 3.061 -3.718 0.663
C 2.400 -4.202 -0.574
C 3.012 -5.016 -1.488
C 2.295 -5.349 -2.651
N 1.041 -5.023 -2.839
C 0.387 -4.316 -1.885
S -1.253 -4.066 -1.934
N 1.129 -3.824 -0.822
C 2.978 -6.108 -3.751
H 3.999 -4.251 0.807
H 2.417 -3.873 1.528
H 3.278 -2.653 0.614
H 4.028 -5.347 -1.336
H 0.654 -3.176 -0.186
H 3.520 -6.965 -3.352
H 3.703 -5.459 -4.247
H 2.243 -6.439 -4.480
```



# 2
Formula: C36H31Cl2EuN6O3S2
Source: the Open Molecules 2025 dataset
Level of theory: ωB97M-V/def2-TZVPD

Summary:
Net charge: 0
LUMO level (alpha / beta), eV: -0.8164 / -1.6909
Energy, hartree: -4371.42301
Multiplicity: 7
Gap between HOMO and LUMO (alpha / beta), eV: 3.2 / 4.9
Energy relative to the best compared isomer or geometry (same formula, charge and spin), kJ/mol: 1331.9
Maximum force, eV Å⁻¹: 3.0

```
81
C36H31Cl2EuN6O3S2 ωB97M-V/def2-TZVPD
Eu 0.752 0.030 0.474
Cl -3.978 -5.975 0.356
C -2.707 -4.789 0.497
C -1.382 -5.199 0.594
C -0.380 -4.258 0.706
C -0.663 -2.884 0.717
O 0.310 -2.013 0.850
C -2.003 -2.479 0.592
C -2.494 -1.089 0.510
N -1.817 -0.015 0.370
C -1.881 2.430 0.440
C -2.964 3.421 -0.056
C -2.627 4.812 0.397
C -1.365 5.203 0.260
C -0.390 4.266 -0.329
C 0.733 4.698 -1.020
C 1.551 3.789 -1.676
C 1.253 2.446 -1.575
N 0.198 2.015 -0.865
C -0.617 2.883 -0.283
C -3.011 -3.447 0.504
H -1.145 -6.254 0.588
H 0.656 -4.556 0.796
H -3.579 -1.026 0.527
H -2.915 3.400 -1.155
H -3.392 5.476 0.776
H -1.039 6.201 0.517
H 0.944 5.760 -1.072
H 2.406 4.114 -2.253
H 1.840 1.669 -2.059
H -4.044 -3.135 0.420
C 4.689 2.536 -0.764
S 4.786 1.372 0.591
C 3.263 1.022 0.981
S 3.199 -1.011 -2.179
N 1.332 1.190 3.098
N 0.298 1.485 2.319
C -0.565 2.407 2.711
C -1.824 2.470 1.963
C -3.022 2.310 2.540
C -4.202 2.074 1.685
C -4.243 2.749 0.335
C -3.917 1.299 0.379
N -2.514 1.155 0.034
H 5.707 2.799 -1.045
H 4.157 3.425 -0.446
H 4.198 2.049 -1.603
H -0.466 2.838 3.700
H -3.115 2.212 3.613
H -5.154 1.872 2.156
H -5.184 3.093 -0.071
H -4.612 0.553 0.031
Cl 5.468 -2.837 5.008
C 4.710 -1.807 3.821
C 4.650 -0.379 4.133
C 4.007 0.480 3.352
C 3.246 0.018 2.142
O 1.819 -0.107 2.527
C 3.651 -1.376 1.701
C 3.431 -1.767 0.441
O 2.833 -0.911 -0.399
C 4.256 -2.286 2.670
H 5.158 -0.034 5.022
H 3.967 1.530 3.597
H 3.712 -2.726 0.019
H 4.363 -3.331 2.421
C -2.182 -3.220 -3.042
C -0.915 -2.528 -3.549
C -1.172 -1.786 -4.863
C 0.216 -3.546 -3.701
C -0.479 -1.531 -2.538
N -0.056 -0.802 -1.763
H -2.467 -3.986 -3.765
H -3.009 -2.517 -2.938
H -2.012 -3.698 -2.077
H -1.473 -2.512 -5.619
H -0.274 -1.277 -5.209
H -1.969 -1.051 -4.751
H -0.072 -4.257 -4.475
H 0.379 -4.085 -2.768
H 1.156 -3.067 -3.973
```



# 3
Formula: C36H31I2N4NaOP
Source: the Open Molecules 2025 dataset
Level of theory: ωB97M-V/def2-TZVPD

Summary:
Net charge: -1
LUMO level, eV: 1.9286
Energy, hartree: -2783.86570
Gap between HOMO and LUMO, eV: 6.1
Energy relative to the best compared isomer or geometry (same formula, charge and spin), kJ/mol: 131.5
Maximum force, eV Å⁻¹: 0.3

```
76
C36H31I2N4NaOP ωB97M-V/def2-TZVPD
Na -1.257 1.451 -0.862
C 1.118 4.133 -0.362
N -0.234 3.652 -0.540
C -1.179 4.401 -0.098
C -2.562 4.069 -0.093
C -3.605 4.884 0.382
C -4.774 4.142 0.220
C -4.376 2.920 -0.345
N -3.051 2.865 -0.537
C 1.881 4.276 -1.661
C 2.697 5.381 -1.882
C 3.432 5.505 -3.054
C 3.356 4.520 -4.028
C 2.538 3.417 -3.818
C 1.806 3.293 -2.646
H 1.657 3.415 0.270
H 1.139 5.098 0.166
H -0.938 5.380 0.344
H -3.501 5.879 0.792
H -5.781 4.432 0.482
H -5.003 2.072 -0.585
H 2.753 6.158 -1.128
H 4.058 6.376 -3.208
H 3.922 4.614 -4.947
H 2.463 2.643 -4.573
H 1.171 2.427 -2.496
O -0.516 -0.760 -1.713
C 0.538 -0.082 -1.851
C 1.617 -0.679 -0.960
C 2.885 -0.123 -0.900
C 3.826 -0.642 -0.024
C 3.488 -1.721 0.783
C 2.217 -2.281 0.726
C 1.269 -1.753 -0.146
P -0.442 -2.395 -0.314
C -0.557 -3.414 -1.819
C -1.726 -4.128 -2.066
C -1.832 -4.923 -3.198
C -0.773 -5.010 -4.089
C 0.393 -4.298 -3.849
C 0.500 -3.500 -2.718
C -0.331 -3.735 0.975
C -0.485 -3.359 2.310
C -0.359 -4.289 3.330
C -0.084 -5.617 3.032
C 0.072 -6.005 1.709
C -0.047 -5.068 0.689
H 3.107 0.726 -1.538
H 4.817 -0.208 0.036
H 4.217 -2.133 1.471
H 1.983 -3.119 1.369
H -2.557 -4.057 -1.374
H -2.748 -5.470 -3.385
H -0.858 -5.628 -4.975
H 1.220 -4.356 -4.545
H 1.408 -2.938 -2.539
H -0.707 -2.325 2.551
H -0.488 -3.978 4.359
H 0.006 -6.347 3.827
H 0.286 -7.038 1.466
H 0.086 -5.384 -0.338
N -0.736 0.729 5.647
C -0.689 0.829 4.264
C 0.471 0.520 3.554
C 0.468 0.654 2.178
N -0.586 1.060 1.473
C -1.688 1.382 2.164
C -1.785 1.285 3.537
H -0.075 0.091 6.059
H -1.659 0.648 6.039
H 1.361 0.169 4.063
H 1.359 0.397 1.611
H -2.542 1.723 1.586
H -2.716 1.542 4.028
I -2.777 -1.516 0.421
I -5.564 -0.877 1.289
```